The following is a DFT calculation (ωB97M-V/def2-TZVPD) of a 7-piece molecular cluster, C21H36BCl12FO5 overall at a distorted geometry.

Structure (XYZ):
```
76
Properties=species:S:1:pos:R:3:forces:R:3
C 3.902 -4.261 0.512 -2.2 0.3 0.2
C 2.659 -3.307 0.175 2.2 -1.1 1.3
O 2.480 -3.347 -1.247 -1.4 0.2 0.2
B 1.198 -3.077 -1.654 0.3 0.4 -0.4
O 0.715 -3.625 -2.840 0.3 -0.1 0.7
C 0.283 -2.081 -0.774 0.0 -1.2 -0.5
C -0.585 -2.479 0.178 0.5 1.7 -0.8
C -0.907 -3.881 0.655 -0.2 0.7 -0.7
F -0.779 -3.890 2.038 -0.3 -0.2 -0.2
C -2.291 -4.424 0.234 0.2 -1.3 0.9
C -2.127 -5.964 -0.038 0.1 1.1 0.1
C -1.174 -1.137 0.660 2.9 -2.9 -0.2
O -2.207 -0.946 1.133 -2.8 1.2 1.5
O -0.184 -0.196 0.416 -1.3 1.4 -0.8
C 0.291 -0.542 -0.853 -0.3 -4.0 2.8
O 0.627 0.188 -1.678 0.9 2.1 -1.9
H 4.867 -3.792 0.294 -0.3 -0.2 0.0
H 3.783 -4.563 1.583 0.6 0.4 -1.0
H 3.722 -5.179 -0.075 0.5 0.4 0.1
H 2.909 -2.299 0.562 -0.4 -0.2 -0.5
H 1.798 -3.701 0.762 0.5 0.4 -0.9
H 0.045 -4.300 -2.662 0.0 0.3 -0.3
H -0.127 -4.571 0.269 -0.2 0.4 0.1
H -2.741 -3.903 -0.622 0.2 -0.1 0.3
H -2.938 -4.350 1.126 0.1 0.5 -0.5
H -3.103 -6.468 -0.020 0.4 0.1 -0.3
H -1.600 -6.064 -1.002 -0.4 -0.4 0.3
H -1.491 -6.390 0.755 -0.3 0.1 -0.3
Cl 0.263 -1.184 3.543 0.0 0.0 0.2
C 1.596 -1.738 4.596 0.0 0.2 0.0
C 2.651 -2.451 3.793 0.3 0.1 0.1
Cl 2.051 -4.009 3.180 -0.2 -0.1 0.7
H 1.182 -2.374 5.376 -0.1 0.0 -0.1
H 2.019 -0.852 5.069 0.0 0.0 -0.1
H 3.521 -2.667 4.412 -0.1 0.0 0.1
H 2.980 -1.849 2.947 -0.1 0.0 0.0
Cl 2.032 2.864 1.930 0.0 0.0 0.1
C 0.356 2.681 1.342 -0.1 0.0 -0.1
C -0.133 3.911 0.621 0.0 -0.1 -0.1
Cl -0.357 5.298 1.719 0.0 0.1 0.0
H -0.276 2.439 2.195 0.1 0.1 0.0
H 0.351 1.832 0.665 0.0 0.2 0.0
H -1.104 3.708 0.168 0.0 0.0 0.1
H 0.554 4.211 -0.166 0.0 0.0 0.1
Cl -0.456 5.783 -4.893 0.0 0.0 0.0
C -0.098 6.377 -3.247 0.1 -0.1 0.2
C 1.338 6.129 -2.855 0.0 0.2 0.0
Cl 1.685 4.395 -2.634 0.0 0.0 -0.1
H -0.801 5.898 -2.556 0.7 0.2 -0.6
H -0.302 7.448 -3.246 0.1 0.0 0.0
H 1.549 6.620 -1.904 -0.1 0.0 0.0
H 2.030 6.518 -3.600 0.0 -0.1 0.0
Cl -3.892 3.086 -0.007 0.0 0.0 0.0
C -4.563 4.115 -1.303 -0.1 0.0 0.0
C -3.485 4.712 -2.172 -0.1 -0.1 -0.2
Cl -2.513 5.925 -1.295 -0.7 -0.1 0.6
H -5.171 4.889 -0.838 0.3 -0.2 -0.1
H -5.214 3.481 -1.904 0.1 0.0 0.0
H -3.936 5.222 -3.022 0.0 0.0 0.1
H -2.808 3.948 -2.553 0.0 0.0 0.1
Cl 5.911 -5.331 -3.012 0.0 0.0 0.0
C 7.441 -5.858 -2.268 0.1 0.0 -0.1
C 7.219 -6.863 -1.165 0.2 -0.1 0.0
Cl 6.426 -6.133 0.253 0.2 -0.2 0.0
H 7.962 -4.974 -1.904 -0.1 0.0 0.0
H 8.041 -6.307 -3.060 0.0 -0.1 0.0
H 8.177 -7.256 -0.826 0.0 0.1 0.0
H 6.608 -7.698 -1.502 -0.1 0.1 0.0
Cl -6.660 6.681 -0.548 -0.2 0.3 0.0
C -6.505 6.331 1.195 0.1 -0.1 0.2
C -7.482 7.127 2.025 -0.1 -0.1 0.1
Cl -7.098 8.866 2.032 0.0 0.0 0.0
H -5.475 6.531 1.487 0.0 0.1 -0.1
H -6.695 5.265 1.322 -0.1 0.0 0.0
H -7.444 6.789 3.060 0.1 0.0 0.0
H -8.502 7.008 1.664 0.1 0.1 -0.1
```
Positions in Å, forces in eV/Å.

gap between HOMO and LUMO = 10.02 eV
charge = 0
SMILES = CCOB(O)C1=C([C@@H](F)CC)C(=O)OC1=O.ClCCCl.ClCCCl.ClCCCl.ClCCCl.ClCCCl.ClCCCl



The following is a DFT calculation (ωB97M-V/def2-TZVPD) of C21H36BFeN8S as an isolated structure.

Structure (XYZ):
```
68
Properties=species:S:1:pos:R:3:forces:R:3
Fe 0.097 0.265 -0.698 -0.1 0.1 -0.2
C 0.057 3.822 1.205 -0.1 0.0 0.0
C -0.082 2.493 1.879 0.1 -0.1 -0.1
C -0.258 2.337 3.250 0.0 0.0 0.0
C -0.299 0.975 3.465 0.0 -0.1 0.0
C -0.473 0.243 4.751 0.0 0.0 0.0
N -0.148 0.371 2.275 0.1 0.0 0.0
N -0.014 1.293 1.275 -0.3 0.1 0.2
B 0.019 -1.142 2.028 -0.1 0.0 0.0
N -1.182 -1.674 1.223 0.0 0.1 0.0
N -1.540 -1.154 0.010 0.0 -0.2 -0.1
C -2.681 -1.794 -0.326 0.0 0.2 0.0
C -3.510 -1.600 -1.562 0.0 0.0 0.0
C -3.047 -2.688 0.670 0.1 0.0 0.0
C -2.067 -2.592 1.638 0.0 0.0 0.0
C -1.970 -3.337 2.926 0.0 0.0 0.0
N 1.363 -1.416 1.334 0.1 0.0 0.0
N 1.780 -0.684 0.260 -0.1 -0.1 -0.1
C 3.071 -0.979 0.075 0.0 0.2 0.0
C 3.961 -0.307 -0.919 0.0 0.0 0.0
C 3.482 -1.921 1.016 -0.1 0.0 0.0
C 2.375 -2.174 1.799 0.0 0.0 0.0
C 2.255 -3.091 2.967 0.0 0.0 0.0
H 0.111 4.600 1.964 0.0 0.0 0.0
H 0.983 3.897 0.632 0.0 0.0 0.0
H -0.798 4.066 0.570 0.0 0.0 -0.1
H -0.337 3.115 3.989 0.0 0.0 0.0
H -0.656 0.959 5.550 0.0 0.0 0.0
H -1.316 -0.444 4.707 0.0 0.0 0.0
H 0.415 -0.334 5.006 0.0 0.0 0.0
H 0.026 -1.694 3.079 0.0 0.0 0.0
H -3.836 -0.567 -1.700 0.0 0.0 0.0
H -3.014 -1.955 -2.470 0.0 0.0 0.0
H -4.416 -2.193 -1.460 0.0 0.0 0.0
H -3.913 -3.324 0.683 0.0 0.0 0.0
H -2.805 -4.031 3.000 0.0 0.0 0.0
H -1.045 -3.907 2.993 0.0 0.0 0.0
H -2.007 -2.665 3.782 0.0 0.0 0.0
H 3.576 0.672 -1.201 0.0 0.0 0.0
H 4.941 -0.158 -0.470 0.0 0.0 0.0
H 4.094 -0.900 -1.822 0.0 0.0 0.0
H 4.465 -2.340 1.128 0.1 0.0 0.0
H 3.189 -3.634 3.094 0.0 0.0 0.0
H 2.049 -2.544 3.886 0.0 0.0 0.0
H 1.456 -3.817 2.824 0.0 0.0 0.0
C -1.959 1.823 -2.298 0.0 0.0 0.0
C -0.820 2.827 -2.403 0.0 0.1 0.0
N 0.344 2.367 -1.629 0.1 -0.1 0.2
C 1.636 2.514 -2.306 0.0 0.0 0.0
C 1.824 1.545 -3.469 0.0 0.0 0.0
S 1.579 -0.191 -2.986 -0.2 -0.1 0.0
C 0.180 -0.699 -4.014 -0.1 0.0 0.0
C -1.040 0.203 -3.904 0.0 0.0 0.0
N -1.427 0.472 -2.511 -0.1 -0.1 0.1
H -2.753 2.083 -3.009 0.0 0.0 0.0
H -2.391 1.859 -1.294 0.0 0.0 0.0
H -1.162 3.807 -2.059 0.0 0.0 0.0
H -0.526 2.959 -3.445 0.0 0.0 0.0
H 0.379 2.889 -0.766 0.1 0.1 -0.1
H 2.410 2.325 -1.559 0.0 0.1 0.0
H 1.788 3.536 -2.674 0.0 0.0 0.0
H 2.839 1.647 -3.853 0.0 0.0 0.0
H 1.155 1.774 -4.297 0.0 0.0 0.0
H -0.044 -1.709 -3.664 0.0 0.0 0.0
H 0.498 -0.778 -5.053 0.0 0.0 0.0
H -1.875 -0.252 -4.448 0.0 0.0 0.0
H -0.841 1.147 -4.408 0.0 0.0 0.0
H -2.141 -0.196 -2.255 0.2 0.1 0.0
```
Positions in Å, forces in eV/Å.

gap between HOMO and LUMO (alpha / beta) = 9.52 / 9.29 eV
charge = +1
2S+1 = 5



The following is a DFT calculation (ωB97M-V/def2-TZVPD) of a 2-piece molecular cluster, C21H36BrN2O3 overall at a distorted geometry.

Structure (XYZ):
```
63
Properties=species:S:1:pos:R:3:forces:R:3
C 4.393 -1.024 0.189 -0.1 0.9 -0.8
C 4.323 0.481 -0.358 0.2 0.1 0.1
C 4.399 1.606 0.818 -0.1 -0.7 -1.2
C 3.547 2.859 0.296 0.7 0.7 0.4
C 2.355 3.329 1.271 1.5 1.3 0.0
N 1.026 3.196 0.550 0.5 -2.3 1.9
N 0.754 4.270 -0.183 -4.1 -2.3 -1.5
C -0.436 4.087 -0.866 -0.8 1.6 -1.1
C -0.822 5.323 -1.839 0.3 -1.4 0.4
C -1.416 2.937 -0.856 2.2 -1.6 2.0
C -2.748 2.991 -1.716 0.7 0.1 -0.4
C -2.440 2.709 -3.275 3.1 -1.3 -0.5
O -1.376 2.231 -3.686 -3.9 1.7 1.6
Br -3.851 3.205 -4.592 0.8 -0.3 1.2
C -1.027 1.743 0.020 0.9 4.0 -1.6
C -1.896 0.432 0.189 0.6 0.6 0.8
C -1.420 -0.825 -0.705 -1.2 -0.4 -0.2
C -0.231 -0.520 -1.727 -0.3 -1.3 0.2
C -2.753 -1.330 -1.493 0.5 0.6 0.3
C 0.323 2.014 0.698 -1.7 -1.5 -0.5
C 0.859 0.800 1.604 0.2 0.7 0.5
H 5.090 -1.038 1.093 -1.0 -0.4 -1.3
H 4.776 -1.685 -0.672 -0.6 0.8 1.6
H 3.317 -1.327 0.459 1.8 0.2 -0.2
H 5.170 0.731 -1.099 -1.2 -0.6 1.2
H 3.356 0.591 -0.978 1.3 -0.1 1.1
H 4.038 1.200 1.827 0.3 0.5 -1.4
H 5.511 1.863 0.979 -1.8 -0.2 -0.3
H 4.293 3.731 0.183 -1.4 -1.2 0.2
H 3.104 2.720 -0.756 0.7 -0.1 1.6
H 2.550 4.449 1.461 -0.9 -1.7 -0.4
H 2.362 2.860 2.301 -0.3 0.2 -1.5
H -1.887 5.665 -1.603 1.6 -0.4 -0.4
H -0.761 4.879 -2.899 -0.2 0.9 1.5
H -0.092 6.187 -1.740 -0.9 -1.3 0.0
H -3.443 2.162 -1.357 0.7 1.3 -0.6
H -3.237 4.025 -1.685 0.5 -1.7 0.2
H -2.997 0.661 -0.033 1.7 -0.1 0.3
H -1.843 0.153 1.307 -0.1 0.4 -1.7
H -1.170 -1.680 0.021 0.0 1.4 -1.1
H -0.553 0.143 -2.596 0.5 -0.6 1.4
H 0.062 -1.530 -2.195 -0.4 1.5 0.7
H 0.684 -0.145 -1.163 -1.1 -0.2 -0.9
H -3.677 -1.280 -0.816 1.4 -0.2 -0.8
H -2.619 -2.403 -1.839 -0.2 1.5 0.2
H -2.941 -0.601 -2.358 0.2 -1.2 1.0
H 1.990 0.700 1.605 -1.4 0.3 -0.2
H 0.555 0.967 2.705 0.3 -0.1 -1.7
H 0.425 -0.206 1.308 0.4 1.5 0.1
O -1.208 -2.610 2.763 0.2 -0.6 -0.5
C -1.452 -3.762 2.470 -0.3 0.4 0.0
O -0.581 -4.473 1.734 0.4 0.4 0.2
C -0.679 -5.888 1.508 -0.2 -0.3 -0.2
C -1.567 -6.189 0.317 -0.2 0.2 -0.1
C -2.769 -4.386 2.836 -0.1 -0.2 0.6
H -0.999 -6.411 2.412 -0.1 0.1 0.0
H 0.335 -6.233 1.295 0.0 0.3 0.1
H -2.591 -5.850 0.485 0.0 -0.1 0.1
H -1.586 -7.261 0.113 0.0 0.1 0.0
H -1.202 -5.667 -0.571 0.1 -0.1 0.1
H -3.504 -4.158 2.062 0.1 -0.1 0.0
H -3.103 -3.956 3.782 0.0 0.1 -0.2
H -2.716 -5.461 2.993 -0.1 0.0 -0.2
```
Positions in Å, forces in eV/Å.

gap between HOMO and LUMO = 8.42 eV
charge = +1